# 1
The following is a DFT calculation (the ωB97M-V functional and the def2-TZVPD basis) of a cluster of 2 separate species, C5H13NO in total at a distorted geometry.

The energy above the lowest of the compared OMol25 structures with the same formula, charge and spin is 452.0 kJ/mol. The LUMO energy comes out at 0.0362 Ha. The largest force on an atom comes out at 3.1 eV/Å. The gap between HOMO and LUMO is 10.23 eV. The SMILES is C=CC.CNOC. As for the total energy: -8929.326 eV. Its HOMO energy is -9.24 eV.

The geometry in ORCA input format:
```
! RIJCOSX wB97M-V def2-TZVPD def2/J DEFGRID3
* xyz 0 1
C 0.64 2.82 -0.75
C -1.44 2.41 0.80
C -0.60 -2.95 0.91
C 1.19 -1.10 -0.76
C -0.16 2.29 0.46
N -0.85 -1.54 0.51
O -0.22 -1.16 -0.75
H 0.19 3.41 -1.51
H 1.54 3.31 -0.36
H 1.04 1.92 -1.19
H -2.21 2.78 0.22
H -0.49 -0.74 1.13
H -1.78 1.91 1.65
H -1.40 -3.26 1.55
H -0.55 -3.72 0.20
H 0.27 -3.11 1.57
H 1.46 -0.65 -1.69
H 1.71 -2.03 -0.68
H 1.64 -0.43 0.07
H 0.40 1.46 0.95
*
```

Atom charges from the Mulliken analysis, given in e for atoms 1 to 2:
1. C -0.81
2. C -0.74

=====

# 2
The following is a DFT calculation (the ωB97M-V functional and the def2-TZVPD basis) of a cluster of 12 separate species, C28H82O14PS11 in total.

The LUMO energy comes out at 0.0595 Ha. The largest force on an atom comes out at 0.7 eV/Å. The gap between HOMO and LUMO is 5.86 eV. As for the total energy: -187499.459 eV. Its HOMO energy is -4.24 eV.

The geometry in ORCA input format:
```
! RIJCOSX wB97M-V def2-TZVPD def2/J DEFGRID3
* xyz -1 1
C -2.51 0.83 -3.03
C -1.76 1.05 -1.71
C -0.58 0.10 -1.52
C 0.03 0.12 -0.12
P -1.00 -0.74 1.23
O 0.41 -1.20 2.15
O -1.07 0.72 2.25
C -2.41 0.97 2.47
C -3.00 -0.43 2.85
O -2.07 -1.39 2.49
H -2.49 -0.22 -3.33
H -3.55 1.14 -2.90
H -2.07 1.44 -3.83
H -2.47 0.94 -0.89
H -1.39 2.08 -1.72
H -0.86 -0.92 -1.80
H 0.18 0.41 -2.25
H 0.27 1.15 0.19
H 0.99 -0.41 -0.18
H -2.21 -0.39 0.54
H -0.97 -1.99 0.57
H 1.02 -1.55 1.50
H -2.57 1.68 3.28
H -2.89 1.39 1.57
H -3.09 -0.45 3.95
H -3.98 -0.56 2.39
C 1.71 -5.14 -2.17
S 1.58 -3.61 -1.22
O 0.20 -3.11 -1.33
C 2.60 -2.62 -2.32
H 1.10 -5.89 -1.66
H 1.33 -4.97 -3.17
H 2.75 -5.46 -2.19
H 2.19 -2.62 -3.33
H 3.62 -3.00 -2.30
H 2.58 -1.61 -1.92
C 2.08 2.86 -5.58
S 1.43 1.39 -6.40
O 0.74 0.59 -5.36
C 3.02 0.60 -6.65
H 1.22 3.46 -5.29
H 2.66 2.55 -4.72
H 2.70 3.41 -6.29
H 3.53 0.47 -5.71
H 3.63 1.21 -7.32
H 2.82 -0.36 -7.11
C -4.74 4.99 -1.63
S -5.13 3.80 -2.92
O -4.07 3.94 -3.95
C -6.56 4.68 -3.57
H -3.84 4.64 -1.14
H -4.57 5.97 -2.09
H -5.56 5.03 -0.91
H -6.25 5.67 -3.89
H -7.34 4.73 -2.80
H -6.93 4.11 -4.42
C 5.92 -0.58 -2.54
S 4.67 0.63 -2.94
O 5.15 1.37 -4.15
C 4.95 1.71 -1.53
H 5.90 -1.32 -3.34
H 6.89 -0.09 -2.49
H 5.67 -1.05 -1.59
H 5.99 2.04 -1.54
H 4.72 1.15 -0.62
H 4.28 2.55 -1.63
C 4.62 -4.90 -6.71
S 3.94 -3.24 -6.85
O 4.65 -2.41 -5.84
C 2.32 -3.62 -6.17
H 5.65 -4.85 -7.05
H 4.57 -5.21 -5.66
H 4.05 -5.58 -7.34
H 2.44 -4.03 -5.17
H 1.82 -4.33 -6.82
H 1.76 -2.69 -6.13
C -4.57 -1.22 8.68
S -5.17 -1.49 7.01
O -6.15 -2.61 7.08
C -3.64 -2.16 6.35
H -5.40 -0.83 9.26
H -4.23 -2.17 9.09
H -3.77 -0.48 8.67
H -3.36 -3.04 6.93
H -2.86 -1.40 6.39
H -3.82 -2.44 5.31
C -8.65 0.81 3.67
S -6.86 0.80 3.47
O -6.61 1.31 2.10
C -6.69 -0.99 3.42
H -8.97 1.85 3.68
H -9.10 0.28 2.83
H -8.91 0.33 4.61
H -7.30 -1.38 2.61
H -6.99 -1.41 4.38
H -5.64 -1.21 3.23
C -5.66 2.33 12.84
S -5.76 1.12 11.51
O -4.80 1.54 10.47
C -7.40 1.60 10.94
H -4.67 2.22 13.29
H -5.76 3.33 12.41
H -6.43 2.13 13.57
H -7.37 2.65 10.65
H -8.13 1.42 11.72
H -7.63 0.98 10.07
C 6.65 -0.31 -7.84
S 7.26 -0.83 -9.43
O 6.58 -2.11 -9.77
C 8.91 -1.26 -8.87
H 5.60 -0.03 -7.95
H 6.72 -1.13 -7.13
H 7.21 0.56 -7.49
H 8.83 -2.02 -8.09
H 9.41 -0.37 -8.49
H 9.45 -1.66 -9.72
C 1.50 5.07 2.92
S 2.52 3.75 3.58
O 3.80 3.79 2.81
C 1.54 2.41 2.94
H 1.97 6.01 3.18
H 1.44 4.96 1.84
H 0.50 5.01 3.36
H 1.45 2.49 1.86
H 0.54 2.42 3.39
H 2.02 1.46 3.19
C 5.55 -3.75 1.94
S 4.24 -2.65 1.39
O 4.70 -2.06 0.10
C 4.49 -1.38 2.63
H 5.57 -4.59 1.24
H 6.50 -3.21 1.91
H 5.33 -4.10 2.94
H 5.52 -1.01 2.57
H 4.29 -1.80 3.62
H 3.79 -0.58 2.42
*
```

Atom charges from the Mulliken analysis, given in e for atoms 1 to 2:
1. C -1.22
2. C 0.16

=====

# 3
The following is a DFT calculation (the ωB97M-V functional and the def2-TZVPD basis) of a cluster of 2 separate species, C30H34N4O2 in total at a distorted geometry.

The energy above the lowest of the compared OMol25 structures with the same formula, charge and spin is 490.6 kJ/mol. The LUMO energy comes out at -0.0437 Ha. The largest force on an atom comes out at 3.8 eV/Å. The gap between HOMO and LUMO is 6.71 eV. As for the total energy: -41714.157 eV. Its HOMO energy is -7.90 eV.

The geometry in ORCA input format:
```
! RIJCOSX wB97M-V def2-TZVPD def2/J DEFGRID3
* xyz 0 1
O -4.64 -0.39 0.00
C -4.60 -0.63 1.23
O -4.99 -1.56 1.96
C -3.79 0.43 2.04
C -4.23 0.60 3.51
C -3.12 0.01 4.30
C -2.09 -0.41 3.43
C -0.91 -0.95 3.93
C -0.78 -1.13 5.31
C -1.80 -0.72 6.18
C -2.98 -0.14 5.67
N -2.48 -0.19 2.11
C -1.79 -0.46 0.98
C -0.54 -1.12 0.96
C 0.63 -0.58 0.48
C 1.88 -1.29 0.57
C 3.10 -0.58 0.59
C 4.31 -1.23 0.81
C 4.33 -2.61 1.06
C 3.13 -3.34 1.04
C 1.92 -2.70 0.76
H -3.76 1.37 1.49
H -4.34 1.67 3.71
H -5.19 0.12 3.71
H -0.11 -1.21 3.25
H 0.13 -1.58 5.70
H -1.67 -0.85 7.25
H -3.78 0.19 6.33
H -2.31 -0.19 0.06
H -0.53 -2.12 1.41
H 0.65 0.47 0.20
H 3.06 0.51 0.52
H 5.24 -0.65 0.80
H 5.27 -3.10 1.29
H 3.15 -4.41 1.25
H 1.00 -3.28 0.70
C 4.19 0.37 -3.01
N 2.97 0.72 -2.29
C 2.98 2.04 -1.68
C 1.76 0.14 -2.54
N 0.72 0.75 -2.04
C -0.61 0.70 -2.58
C -1.38 1.97 -2.24
C -1.71 2.88 -3.25
C -2.50 4.00 -2.96
C -2.98 4.20 -1.65
C -2.59 3.32 -0.63
C -1.75 2.25 -0.93
N 1.79 -1.10 -3.16
C 2.66 -2.14 -2.61
C 0.67 -1.59 -3.95
H 3.96 -0.28 -3.86
H 4.64 1.30 -3.39
H 4.92 -0.12 -2.35
H 1.96 2.27 -1.39
H 3.64 2.03 -0.80
H 3.35 2.78 -2.40
H -0.63 0.59 -3.67
H -1.15 -0.16 -2.13
H -1.33 2.70 -4.26
H -2.75 4.72 -3.74
H -3.64 5.05 -1.42
H -2.94 3.46 0.40
H -1.38 1.60 -0.13
H 3.27 -1.74 -1.80
H 2.05 -2.96 -2.21
H 3.30 -2.55 -3.41
H 0.34 -0.81 -4.64
H 1.02 -2.44 -4.54
H -0.17 -1.92 -3.32
*
```

Atom charges from the Mulliken analysis, given in e for atoms 1 to 2:
1. O -0.72
2. C 0.52

=====

# 4
The following is a DFT calculation (the ωB97M-V functional and the def2-TZVPD basis) of a structure of composition H6N2P2 at a distorted geometry.

The energy above the lowest of the compared OMol25 structures with the same formula, charge and spin is 87.5 kJ/mol. The LUMO energy comes out at 0.0277 Ha. The largest force on an atom comes out at 3.8 eV/Å. The gap between HOMO and LUMO is 9.08 eV. As for the total energy: -21651.962 eV. Its HOMO energy is -8.33 eV.

The geometry in ORCA input format:
```
! RIJCOSX wB97M-V def2-TZVPD def2/J DEFGRID3
* xyz 0 1
N -0.84 0.37 -0.41
N 0.51 0.66 -0.68
P -1.21 -0.79 0.91
P 1.48 -0.21 0.30
H -1.20 1.33 -0.26
H 0.75 0.43 -1.69
H -1.17 -2.12 0.15
H -2.57 -0.58 0.85
H 2.59 0.15 -0.60
H 1.64 0.75 1.42
*
```

Atom charges from the Mulliken analysis, given in e for atoms 1 to 2:
1. N -0.37
2. N -0.28

=====

Among the records above, which one has the highest gap between HOMO and LUMO?
C5H13NO